[1]
78
Properties=species:S:1:pos:R:3:forces:R:3 method="wB97M-V/def2-TZVPD" total_charge=-2 spin_multiplicity=2 s_squared=0.7738 homo_ev="-0.05 / -0.32" molar_mass_g_mol=819.33 largest_force_ha_per_bohr=0.0105 lumo_ev="4.03 / 4.02"
Hg -0.23236 0.26917 0.11746 -0.315 -0.135 0.417
O -4.36064 -4.48006 4.04291 -0.009 -0.037 0.005
C -4.29672 -3.07187 4.26856 -0.066 0.055 -0.010
C -3.77927 -2.34842 3.05564 0.004 -0.025 0.094
C -4.18010 -1.02344 2.83246 0.005 -0.024 0.043
C -3.55817 -0.33445 1.80617 -0.021 0.069 0.051
N -2.65649 -0.86153 0.99974 0.121 0.082 -0.196
C -2.27467 -2.14780 1.17721 0.032 -0.014 0.059
C -2.83655 -2.91271 2.23595 0.007 0.028 -0.022
C -1.25765 -2.66406 0.31050 0.070 -0.127 -0.113
C -1.01962 -4.05821 0.22075 -0.009 0.123 -0.005
C -0.10641 -4.58276 -0.65038 0.053 -0.220 -0.007
C 0.05806 -6.06971 -0.78457 0.066 0.068 0.041
O -1.05347 -6.68996 -1.45401 -0.028 0.005 -0.054
C 0.62445 -3.68488 -1.47410 -0.053 -0.044 -0.022
C 0.38721 -2.34331 -1.33900 0.018 0.056 -0.138
N -0.50239 -1.80277 -0.49432 -0.043 -0.182 0.195
H -4.41560 -4.90825 4.90037 0.009 -0.027 -0.003
H -3.62949 -2.86412 5.11458 -0.013 0.026 -0.022
H -5.29046 -2.68195 4.52661 0.056 -0.018 -0.031
H -4.90959 -0.53488 3.46447 -0.017 0.009 0.040
H -3.78550 0.71160 1.62999 -0.025 0.058 -0.012
H -2.49370 -3.91511 2.44122 -0.015 -0.037 0.015
H -1.61121 -4.73148 0.82666 -0.008 -0.025 0.046
H 0.14938 -6.54530 0.19803 -0.018 0.021 -0.028
H 0.96646 -6.28959 -1.35573 -0.023 0.002 0.048
H -1.63080 -5.96631 -1.71991 -0.018 -0.021 -0.002
H 1.36159 -4.03760 -2.18159 0.012 -0.005 -0.039
H 0.94270 -1.62991 -1.92785 0.066 0.114 -0.015
O 1.76429 1.05434 -4.29168 0.034 -0.043 0.053
S 1.05908 1.27845 -3.04050 -0.040 -0.016 0.172
O -0.34407 0.93068 -2.99829 -0.005 0.074 -0.126
N 1.71066 0.57665 -1.78076 0.086 0.103 -0.298
C 3.04266 0.63452 -1.50969 -0.023 -0.093 0.092
C 4.01403 1.36362 -2.18248 0.070 0.068 -0.066
C 5.35193 1.38467 -1.75692 0.028 -0.014 0.030
C 5.78230 0.67398 -0.67091 -0.015 0.021 0.001
C 4.84624 -0.13056 0.02300 0.203 -0.059 0.096
C 5.21049 -0.93851 1.12747 -0.046 0.026 -0.035
C 4.28025 -1.73498 1.73092 0.005 0.052 -0.051
C 2.96223 -1.71524 1.22848 0.031 0.098 -0.030
N 2.58903 -0.96057 0.22992 -0.035 -0.002 0.050
C 3.49705 -0.16730 -0.38800 -0.125 -0.028 0.026
C 1.13091 3.04983 -2.77868 -0.059 0.019 -0.075
C 1.93987 3.83695 -3.58494 -0.025 -0.013 -0.097
C 1.95150 5.21455 -3.42213 0.028 0.023 -0.032
C 1.14956 5.80092 -2.45530 0.006 0.035 0.010
C 0.34823 5.00816 -1.64617 -0.007 0.055 -0.031
C 0.33312 3.62955 -1.79984 0.064 -0.060 0.063
H 3.74240 1.92255 -3.06404 -0.012 0.001 0.009
H 6.05745 1.99019 -2.31658 0.002 0.006 0.011
H 6.81228 0.70760 -0.33610 0.020 -0.013 -0.014
H 6.23717 -0.91229 1.47857 0.002 -0.006 -0.013
H 4.53020 -2.36333 2.57653 0.007 -0.001 -0.003
H 2.19411 -2.33744 1.67869 -0.039 -0.009 0.004
H 2.53203 3.36549 -4.35634 0.018 -0.043 -0.028
H 2.58138 5.82782 -4.05561 0.015 0.006 -0.012
H 1.15246 6.87716 -2.32669 0.004 0.016 0.003
H -0.26496 5.45656 -0.87640 0.004 0.027 -0.105
H -0.26318 3.02216 -1.12782 -0.037 -0.025 0.089
C -1.18418 4.62284 1.50009 -0.060 0.014 0.033
C -1.02374 3.63887 2.61655 -0.043 0.014 -0.038
C -1.29200 4.00451 3.91357 -0.031 0.130 0.037
C -1.13011 3.12464 4.98378 -0.007 0.025 0.090
C -0.64169 1.85962 4.68160 -0.039 -0.065 0.139
C -0.35833 1.43146 3.39717 0.032 0.021 -0.133
C 0.26839 0.07653 3.24181 -0.001 -0.056 -0.054
C -0.58589 2.30085 2.25662 -0.067 0.014 0.210
N -0.43124 2.08401 0.96073 0.223 0.023 -0.348
H -1.43755 5.61372 1.89028 -0.009 0.023 -0.014
H -1.95834 4.30480 0.79294 -0.010 -0.025 -0.017
H -0.26684 4.68352 0.91262 0.037 -0.027 0.146
H -1.63535 5.02158 4.09896 -0.005 0.000 0.010
H -1.34578 3.42135 6.00365 0.004 -0.004 0.000
H -0.45875 1.15816 5.49462 -0.008 0.014 0.009
H 0.33647 -0.41553 4.21582 0.034 0.011 -0.005
H 1.27961 0.15202 2.82757 0.031 -0.029 -0.081
H -0.29210 -0.59434 2.58577 -0.079 -0.062 -0.010

[2]
78
Properties=species:S:1:pos:R:3:forces:R:3 method="wB97M-V/def2-TZVPD" relative_energy_kj_mol=0.0 total_charge=0 spin_multiplicity=5 s_squared=6.0202 homo_ev="-5.79 / -7.14" molar_mass_g_mol=721.28 largest_force_ha_per_bohr=0.0597 lumo_ev="0.17 / 0.18"
C -1.41895 -0.60997 5.62336 -0.719 -0.732 0.040
C -2.31070 -0.01925 4.68356 -0.434 -0.742 -0.099
C -2.38177 -0.87357 3.53965 -0.318 -0.594 0.904
H -2.93278 0.85873 4.85253 0.362 -0.191 -0.107
C -1.52652 -2.00045 3.78427 -0.682 -0.122 0.662
C -0.93868 -1.82848 5.07252 -1.135 -0.244 -0.008
H -0.33115 -2.57178 5.58555 0.046 0.350 -0.224
H -1.24854 -0.26258 6.64117 0.202 0.063 -0.389
H -3.07399 -0.76855 2.70873 0.363 -0.025 0.080
H -1.46019 -2.88586 3.15958 0.175 0.319 0.086
Fe -0.27589 -0.16466 3.56606 -0.056 0.667 0.222
Si 2.77846 0.19867 -4.58823 1.247 0.218 -0.734
C 1.92135 1.70520 -5.24947 -0.310 0.356 0.237
C 2.37618 2.48618 -6.32737 -0.351 0.007 0.229
H 3.29165 2.20628 -6.84694 -0.158 0.087 0.106
C 1.65474 3.61326 -6.73293 -0.105 -0.047 0.120
H 2.00469 4.22646 -7.56862 -0.086 -0.251 0.301
C 0.47488 3.96585 -6.06676 0.049 -0.178 0.095
H -0.08784 4.84983 -6.37665 0.195 -0.292 0.069
C 0.01092 3.18699 -5.00117 0.094 0.008 -0.096
H -0.91687 3.44437 -4.48695 0.257 -0.003 -0.187
C 0.73771 2.06747 -4.59328 -0.101 0.428 -0.358
H 0.37970 1.46444 -3.75904 -0.011 0.127 -0.098
C 1.97791 -1.33950 -5.23843 -0.393 -0.577 -0.133
C 0.80539 -1.30296 -6.01321 0.007 -0.294 0.280
H 0.39192 -0.34728 -6.33316 0.045 -0.149 0.161
C 0.14180 -2.48312 -6.35779 0.262 -0.188 0.021
H -0.79295 -2.43818 -6.92116 0.314 -0.030 0.138
C 0.67454 -3.72068 -5.97588 0.053 0.252 0.041
H 0.15305 -4.64446 -6.23919 0.177 0.306 0.102
C 1.87960 -3.77349 -5.26433 -0.043 0.099 -0.143
H 2.30134 -4.74221 -4.98244 -0.115 0.347 -0.107
C 2.53227 -2.58928 -4.91329 -0.480 -0.063 -0.063
H 3.47299 -2.62434 -4.36508 -0.187 -0.094 -0.011
H 3.01056 0.21455 -3.12730 -0.414 -0.036 0.048
Si -0.21454 0.00079 1.22448 -0.834 -0.286 0.609
C -0.83685 -1.58285 0.39726 0.055 0.220 -0.177
C -1.92036 -1.56758 -0.49082 0.145 -0.459 -0.070
H -2.38525 -0.61826 -0.76250 0.125 -0.244 0.016
C -2.40348 -2.76187 -1.03856 0.089 -0.007 0.164
H -3.24250 -2.72781 -1.74072 0.303 -0.120 0.258
C -1.81094 -3.97921 -0.68589 -0.019 0.127 0.011
H -2.18820 -4.91119 -1.10607 0.087 0.219 0.061
C -0.74173 -4.00963 0.21745 -0.031 0.217 0.015
H -0.26967 -4.95615 0.50186 -0.266 0.312 -0.142
C -0.27543 -2.81415 0.76574 -0.166 -0.204 -0.470
H 0.53742 -2.85063 1.49357 -0.296 0.004 -0.241
C -1.29155 1.39137 0.55761 0.209 0.183 -0.511
C -2.53492 1.73555 1.12634 0.096 0.104 -0.410
H -2.90201 1.23115 2.02373 0.218 0.073 -0.239
C -3.35122 2.69330 0.51871 0.185 -0.039 -0.063
H -4.31885 2.94136 0.96969 0.361 -0.053 -0.259
C -2.93098 3.31028 -0.66432 0.089 0.078 -0.083
H -3.57444 4.04451 -1.15089 0.153 -0.183 0.128
C -1.68422 3.00182 -1.22302 -0.020 -0.022 0.250
H -1.33200 3.48750 -2.14008 -0.260 -0.097 0.379
C -0.86225 2.06041 -0.59706 -0.511 0.310 -0.150
H 0.11808 1.84085 -1.02847 -0.287 -0.013 0.140
H 4.15511 0.24259 -5.15713 0.016 -0.042 0.021
Cl 1.77583 0.30727 0.71854 0.807 0.136 -0.773
N -1.62113 3.10185 4.29212 -0.471 0.635 0.113
C -0.57980 2.67085 5.01163 1.456 -1.130 -0.225
N 0.11267 1.55512 4.75807 0.015 2.328 1.167
C 1.14350 1.41702 5.69808 -1.261 2.421 0.599
C 1.23561 2.43497 6.62960 0.529 -1.765 -0.876
S 0.02219 3.62001 6.36256 -0.133 -0.435 -0.303
C 1.90913 0.22738 5.56688 1.551 -2.155 -0.026
C 2.94993 -0.26260 6.33425 -1.466 1.083 -0.497
S 3.47357 -1.79434 5.74652 -0.361 0.312 -0.215
C 2.30064 -1.67412 4.45487 -0.333 1.664 -0.217
N 1.52013 -0.58838 4.49382 2.621 -1.317 0.912
N 2.32060 -2.54497 3.42462 0.009 -0.452 0.226
H -2.03429 3.98595 4.57843 0.027 -0.540 -0.538
H -1.87860 2.65897 3.41372 0.159 0.174 0.298
H 1.98179 2.43183 7.41476 -0.337 0.415 -0.001
H 3.32727 0.24855 7.20964 0.166 -0.423 -0.050
H 3.02293 -3.27301 3.47874 -0.320 0.237 -0.395
H 2.00395 -2.22214 2.51396 0.150 -0.048 0.378